Record 1
{"formula": "C9H16O3S2", "method": "ωB97M-V with the def2-TZVPD basis set", "symbols": ["S", "S", "O", "O", "O", "C", "C", "C", "C", "C", "C", "C", "C", "C", "H", "H", "H", "H", "H", "H", "H", "H", "H", "H", "H", "H", "H", "H", "H", "H"], "coordinates": [[2.06756, 1.09740, 1.38000], [1.96490, -1.27513, 0.33976], [-1.73376, -0.89131, -0.05508], [0.63800, -1.51580, 1.12561], [2.08674, -2.27526, -0.62781], [-3.39646, -0.30683, -1.65727], [-2.14234, -0.12115, -0.90299], [-4.42200, 1.16337, -0.01418], [2.84673, -0.14034, 2.52384], [2.92185, -1.50230, 1.89961], [-4.28859, 0.85575, -1.27070], [2.09201, 0.33214, -0.19133], [-1.31892, 1.13759, -1.10164], [3.45226, 0.33649, -0.85019], [-3.96722, -1.19055, -1.44509], [-5.07931, 1.99231, 0.35161], [3.39337, -0.08272, -1.86347], [-4.75625, 1.39039, -2.01456], [-0.32900, -1.20814, 0.82241], [-3.09533, -0.39768, -2.74516], [-1.77286, 1.83896, -1.86451], [-1.48827, 1.68578, -0.18092], [4.31232, 0.04412, -0.29653], [3.97585, -1.66013, 1.60125], [2.49753, -2.27054, 2.60440], [2.16001, -0.00416, 3.44333], [3.80176, 0.13424, 2.69695], [3.70781, 1.47446, -1.10369], [-3.83005, 0.59571, 0.61470], [-0.29834, 0.76334, -1.21834]], "homo_energy_ev": [-2.51, -7.72], "charge": 0, "multiplicity": 3, "e_tot_ha": -1374.252856, "orbital_gap_ha": [0.0874, 0.1389]}

=====

Record 2
{"formula": "C15H35N5O5", "method": "ωB97M-V with the def2-TZVPD basis set", "symbols": ["O", "O", "O", "O", "O", "N", "N", "N", "N", "N", "C", "C", "C", "C", "C", "C", "C", "C", "C", "C", "C", "C", "C", "C", "C", "H", "H", "H", "H", "H", "H", "H", "H", "H", "H", "H", "H", "H", "H", "H", "H", "H", "H", "H", "H", "H", "H", "H", "H", "H", "H", "H", "H", "H", "H", "H", "H", "H", "H", "H"], "coordinates": [[-1.96316, 1.15168, 3.10858], [0.20383, 1.93806, -0.71429], [-5.03428, -0.87017, 1.98662], [0.33773, -1.08975, -3.88171], [4.49220, 4.08266, 2.23655], [4.98495, 2.37845, 0.90156], [-1.64509, 1.69999, -1.93900], [1.71961, -1.87324, -2.20631], [-4.45645, -1.40028, -0.05516], [-0.44320, -0.40973, 3.40360], [-3.46158, -1.94019, -1.02516], [-2.25960, 1.20494, -3.10956], [-2.59222, 1.90689, -0.79476], [3.57676, 2.41417, 0.39199], [1.36287, -1.57920, -3.48581], [0.83625, -1.54897, -1.03082], [-4.05870, -1.00957, 1.17739], [-1.48558, 0.15712, 3.76019], [-0.37249, 1.52144, -1.74216], [-5.88806, -1.38279, -0.50752], [0.08244, -0.17640, 2.07369], [5.24370, 3.17639, 1.97230], [0.30574, -1.28442, 4.32123], [5.77294, 1.25904, 0.43251], [3.11525, -2.31255, -2.03984], [-2.16488, 2.69980, -0.18737], [3.58926, 3.39474, 0.04207], [-2.39957, 0.14902, -3.08208], [0.64916, -0.86503, 5.23934], [-6.46578, -0.52163, -0.20930], [-3.55552, 2.26705, -1.19836], [0.67910, -1.21437, 1.89687], [1.21967, -0.72774, -0.59010], [-3.24291, -3.08857, -0.90529], [-6.40761, -2.11438, 0.05110], [2.68553, 2.29414, 0.91954], [-2.83215, 1.26775, 0.07782], [0.27064, 0.96548, -2.45169], [3.69222, -1.67067, -2.48093], [-1.61977, 0.08364, 4.81550], [5.36334, 0.33328, 0.03356], [5.98433, 2.99166, 2.44311], [6.36272, 1.63657, -0.51680], [-3.39184, 1.50821, -3.25895], [0.56052, 0.88700, 1.93391], [6.51348, 1.18375, 1.21432], [-3.02437, -0.87941, 1.50009], [-2.65673, -1.16334, -0.97573], [3.12928, -3.35562, -2.31424], [-0.42193, -2.09518, 4.67052], [0.00478, -1.29748, -1.39324], [0.94182, -2.49557, -0.36040], [3.25804, -2.01958, -0.99347], [-5.94868, -1.53276, -1.58226], [1.10146, -1.81957, 3.94302], [-0.67551, -0.38778, 1.33575], [-1.36974, 1.51704, -3.83676], [-3.77649, -1.89306, -2.11865], [2.12696, -1.87061, -4.35254], [3.44733, 1.81968, -0.54248]], "homo_energy_ev": -9.06, "charge": 0, "e_tot_ha": -1242.219572, "de_lowest_ev": 10.3869, "smiles": "CN(C)C=O.CN(C)C=O.CN(C)C=O.CN(C)C=O.CN(C)C=O", "orbital_gap_ha": 0.3407}

=====

Record 3
{"formula": "C9H13MgO5P", "method": "ωB97M-V with the def2-TZVPD basis set", "symbols": ["P", "Mg", "O", "O", "O", "O", "O", "C", "C", "C", "C", "C", "C", "C", "C", "C", "H", "H", "H", "H", "H", "H", "H", "H", "H", "H", "H", "H", "H"], "coordinates": [[0.67744, 1.91292, 0.14731], [-0.55517, -1.20942, 0.40820], [0.07979, -1.39393, 3.82021], [2.44365, -2.89237, 0.52574], [-2.07248, -4.11989, 1.93987], [-3.95091, -0.53972, 0.67228], [-0.17658, 0.65263, -0.07068], [2.14746, 1.76044, -0.86325], [-0.67956, -1.70411, -2.73816], [-1.28986, -2.83338, -2.33295], [1.17341, 2.03001, 1.87717], [-0.26517, 3.35953, -0.34817], [-2.89280, -0.97747, 0.56646], [-1.58069, -3.37286, 1.22376], [-0.23678, -1.39493, 2.71750], [1.41212, -2.44016, 0.31934], [-0.60201, 3.24493, -1.39059], [1.73397, 2.95727, 2.06308], [2.68019, 0.85453, -0.55156], [-1.23732, -0.76974, -2.86707], [-1.16644, 3.44957, 0.27682], [1.85282, 1.61560, -1.91097], [-0.72399, -3.74011, -2.07007], [2.82533, 2.62165, -0.78750], [1.79344, 1.16155, 2.12566], [0.28421, 1.99885, 2.51580], [0.40546, -1.64776, -2.85876], [0.29700, 4.30232, -0.26003], [-2.37650, -2.88597, -2.14945]], "homo_energy_ev": -17.25, "charge": 2, "e_tot_ha": -1267.884807, "orbital_gap_ha": 0.3382}